ORCA calculation (the ωB97M-V functional and the def2-TZVPD basis) on C25H36N2O4 in the gas phase.

Each line ends with the Löwdin charge.
Atoms and positions in Å:
C -5.814 -2.349 -2.003  -0.063
C -5.417 -1.929 -0.601  -0.216
H -5.998 -1.064 -0.261  0.127
H -5.570 -2.742 0.118  0.131
O -4.032 -1.580 -0.610  -0.009
C -3.549 -1.014 0.499  -0.464
O -4.228 -0.794 1.470  0.126
C -2.053 -0.734 0.391  -0.350
C -1.638 0.219 1.518  -0.084
H -2.006 -0.165 2.470  0.130
H -0.551 0.277 1.555  0.093
C -2.210 1.625 1.308  -0.112
N -1.847 2.133 0.006  -0.032
C -0.976 3.115 -0.291  -0.446
O -0.649 3.356 -1.444  0.036
C -0.420 3.970 0.842  -0.068
H -1.164 4.151 1.617  0.111
C 0.833 3.338 1.470  -0.127
N 1.772 2.847 0.481  -0.036
C 1.985 1.521 0.395  -0.423
O 1.476 0.737 1.188  0.003
C 2.925 1.005 -0.674  -0.087
C 3.193 1.992 -1.798  -0.184
C 3.533 3.337 -1.175  -0.172
C 2.301 3.838 -0.438  -0.154
H 1.524 4.094 -1.168  0.113
H 2.541 4.735 0.145  0.129
H 4.370 3.222 -0.482  0.119
H 3.814 4.067 -1.935  0.115
H 2.304 2.099 -2.423  0.120
H 4.010 1.629 -2.425  0.113
H 3.859 0.749 -0.165  0.125
H 2.510 0.066 -1.048  0.122
H 0.561 2.482 2.090  0.115
H 1.334 4.085 2.098  0.130
H -0.156 4.930 0.394  0.118
C -2.348 1.294 -1.065  -0.106
C -1.727 -0.096 -0.965  -0.082
H -2.090 -0.727 -1.776  0.130
H -0.646 0.010 -1.056  0.122
H -2.083 1.767 -2.012  0.124
H -3.439 1.237 -0.982  0.136
H -1.852 2.283 2.098  0.115
H -3.304 1.584 1.366  0.129
C -1.364 -2.110 0.556  -0.113
C 0.125 -2.112 0.210  -0.185
H 0.253 -2.107 -0.875  0.125
H 0.610 -1.226 0.616  0.081
C 0.837 -3.346 0.775  -0.151
C 2.290 -3.321 0.396  -0.237
C 2.804 -4.202 -0.545  -0.046
C 4.139 -4.149 -0.910  -0.092
C 4.977 -3.208 -0.339  -0.101
C 4.473 -2.322 0.598  -0.093
C 3.140 -2.377 0.963  -0.047
H 2.750 -1.677 1.686  0.111
H 5.124 -1.587 1.049  0.101
H 6.019 -3.166 -0.622  0.097
H 4.524 -4.844 -1.643  0.099
H 2.155 -4.940 -0.996  0.108
H 0.365 -4.255 0.393  0.116
H 0.742 -3.344 1.864  0.123
H -1.877 -2.838 -0.077  0.127
H -1.492 -2.423 1.595  0.131
H -5.216 -3.198 -2.322  0.077
H -5.654 -1.531 -2.700  0.077
H -6.864 -2.628 -2.017  0.077

Cartesian forces (eV/Å) of the 2 atoms listed first:
C 0.3 0.1 0.3
C -0.5 -0.1 0.1

Multiplicity   1
Energy above the lowest of the compared OMol25 structures with the same formula, charge and spin   0.0 kcal per mole
SMILES   CCOC(=O)C1(CCCc2ccccc2)CCN(C(=O)CCN2CCCCC2=O)CC1
Strongest force on any atom   0.010 Eh/bohr
Calculated total energy   -1384.7898 hartree
Gap between HOMO and LUMO   9.689 eV